No. 1
C11H15NS in the gas phase. Source: the OMol25 dataset; level of theory: the ωB97M-V functional and the def2-TZVPD basis.

```
28
Properties=species:S:1:pos:R:3:forces:R:3
C 1.762 -0.140 -0.428 -2.060 0.393 -0.571
C 0.697 0.704 -0.417 1.427 1.261 0.331
S -0.071 1.222 1.151 0.412 0.173 -0.218
C -0.513 -0.365 1.650 0.111 -2.202 1.390
C 0.008 -0.966 2.803 -0.487 1.196 0.289
C -0.263 -2.256 3.236 -1.851 0.752 -3.986
C -0.992 -3.121 2.398 0.570 5.750 -2.028
C -1.472 -2.547 1.177 0.581 -0.905 1.618
C -1.267 -1.205 0.834 -0.964 0.192 -1.113
N -1.715 -0.673 -0.384 -0.132 -1.218 -0.187
C 0.214 1.738 -1.468 1.974 -4.358 -1.495
C 0.814 3.040 -1.223 0.593 4.343 -0.095
C 0.616 1.202 -2.940 0.499 0.857 3.827
H 2.096 -0.695 0.418 -0.125 0.085 0.983
H 2.175 -0.602 -1.308 0.091 0.600 -0.730
H 0.602 -0.289 3.398 0.369 -0.209 0.292
H 0.316 -2.653 3.936 2.003 -1.471 3.502
H -0.990 -4.112 2.547 -0.422 -3.478 0.623
H -1.916 -3.244 0.497 -0.460 0.043 -0.535
H -1.895 0.298 -0.459 0.148 0.900 0.479
H -2.386 -1.164 -0.946 -0.038 -0.586 0.255
H -0.841 1.801 -1.440 -1.153 0.081 0.249
H 0.229 3.799 -1.842 1.264 -0.832 -0.311
H 1.963 3.169 -1.340 -2.090 -0.466 -0.018
H 0.515 3.579 -0.301 0.456 -1.098 0.404
H 0.510 0.144 -3.030 -0.769 -0.455 -0.502
H 1.648 1.427 -2.986 1.375 0.025 -0.320
H 0.155 1.909 -3.533 -1.324 0.626 -2.134
```
Forces are in eV/Å.

The calculation puts the HOMO-LUMO gap at 8.829 eV. Its total energy is -881.0098 hartree. The structure (SMILES) is C=C(Sc1ccccc1N)C(C)C. The value obtained for the HOMO energy is -7.98 eV.

=====

No. 2
A molecular structure, C44H56IrN9O6S2Si. Source: the OMol25 dataset; level of theory: the ωB97M-V functional and the def2-TZVPD basis.

```
119
Properties=species:S:1:pos:R:3:forces:R:3
Ir -0.287 -0.202 -0.074 1.751 1.245 -0.291
C 5.922 2.728 1.970 -0.003 -0.027 -0.031
C 4.762 2.273 1.141 -0.105 0.023 0.024
C 4.946 1.669 -0.107 0.028 -0.019 0.026
C 3.874 1.193 -0.814 0.041 0.033 -0.034
C 2.550 1.283 -0.323 0.089 0.327 -0.323
N 1.538 0.664 -0.983 -1.015 -0.230 0.533
C 1.590 0.597 -2.364 0.243 0.109 -0.585
C 1.933 1.735 -3.117 -0.086 -0.075 0.184
C 1.873 1.736 -4.492 0.099 -0.017 -0.082
C 1.508 0.591 -5.200 0.117 -0.039 0.045
C 1.416 0.587 -6.693 -0.072 0.016 0.018
C 1.216 -0.553 -4.467 -0.027 -0.005 0.110
C 1.239 -0.556 -3.081 -0.105 0.344 -0.235
N 0.910 -1.762 -2.424 0.385 -0.017 -0.041
C 1.300 -3.002 -2.785 -0.156 -0.222 0.290
C 0.583 -3.897 -2.025 -0.036 0.140 -0.153
C -0.243 -3.112 -1.219 -0.109 -0.147 -0.191
N -0.030 -1.825 -1.463 -0.836 0.805 0.926
C 2.362 1.943 0.923 -0.050 0.040 0.169
C 3.468 2.405 1.627 -0.030 -0.032 -0.060
N 1.089 2.265 1.388 0.068 0.742 -0.359
C 0.833 3.101 2.521 -0.502 -0.045 0.162
C 0.161 2.310 3.633 0.202 -0.127 -0.140
C -0.360 1.121 2.845 0.007 0.001 0.545
N 0.054 1.336 1.463 -0.154 -1.804 -1.317
H 6.749 3.058 1.345 0.028 0.010 0.003
H 6.279 1.900 2.587 0.043 0.012 0.015
H 5.632 3.540 2.634 0.044 0.010 0.019
H 5.949 1.543 -0.492 0.021 0.001 -0.070
H 4.033 0.675 -1.750 -0.001 -0.030 -0.015
H 2.203 2.636 -2.583 -0.016 0.032 -0.002
H 2.120 2.638 -5.035 -0.030 0.054 -0.012
H 2.185 1.219 -7.132 0.007 -0.012 -0.045
H 0.446 0.976 -7.012 -0.019 0.025 -0.009
H 1.508 -0.424 -7.086 0.031 0.012 -0.058
H 0.942 -1.464 -4.983 -0.071 -0.011 -0.023
H 2.071 -3.160 -3.518 -0.030 0.093 -0.142
H 0.633 -4.970 -2.052 0.035 -0.066 -0.013
H -0.965 -3.427 -0.486 0.001 0.103 0.029
H 3.329 2.863 2.596 -0.051 0.033 0.001
H 1.450 3.961 2.714 0.062 0.019 -0.066
H 0.399 2.372 4.681 -0.044 -0.024 0.077
H -0.638 0.137 3.185 -0.035 -0.023 -0.116
C 2.183 -1.942 3.327 -0.294 0.037 -0.185
C 1.879 -2.161 1.848 1.031 -0.154 0.000
C 2.743 -1.239 0.999 -0.236 -0.417 0.262
C 2.113 -3.615 1.452 -0.262 0.161 0.020
O 0.499 -1.800 1.580 0.361 0.908 -0.918
Si -0.913 -2.492 2.121 -1.585 0.857 -0.526
S -2.182 -1.201 0.980 0.187 0.186 -0.266
O -1.068 -3.996 1.577 0.196 -0.043 0.309
C -1.331 -5.366 1.930 -0.032 -0.585 0.130
C -0.788 -5.664 3.324 -0.021 0.147 -0.169
C -0.636 -6.240 0.887 -0.028 0.235 0.111
C -2.832 -5.631 1.870 0.149 0.192 -0.045
O -1.017 -2.182 3.700 0.445 -0.340 0.017
C -2.032 -2.044 4.716 -0.254 0.060 0.473
C -1.500 -2.729 5.971 -0.036 0.058 -0.187
C -3.345 -2.668 4.260 0.307 -0.003 -0.084
C -2.241 -0.556 4.991 0.032 -0.169 -0.102
H 3.211 -2.232 3.538 0.029 -0.018 0.015
H 1.506 -2.528 3.946 0.051 -0.067 0.098
H 2.053 -0.891 3.585 0.016 0.066 0.049
H 3.788 -1.539 1.046 0.046 -0.043 0.062
H 2.664 -0.213 1.358 0.055 -0.398 0.117
H 2.415 -1.267 -0.041 0.140 -0.201 0.097
H 3.174 -3.857 1.481 0.041 0.042 0.070
H 1.742 -3.785 0.443 0.047 -0.067 -0.018
H 1.585 -4.277 2.135 0.011 -0.129 -0.010
H 0.302 -5.686 3.327 0.041 0.014 0.025
H -1.151 -6.632 3.663 0.027 -0.041 0.032
H -1.121 -4.900 4.023 -0.044 -0.036 0.084
H 0.442 -6.082 0.896 0.049 0.009 0.007
H -1.021 -6.014 -0.107 -0.030 -0.032 -0.051
H -0.836 -7.287 1.105 0.027 -0.042 -0.033
H -3.375 -5.033 2.597 -0.033 0.025 0.015
H -3.015 -6.683 2.083 -0.049 -0.029 -0.002
H -3.220 -5.407 0.877 -0.021 0.031 -0.033
H -1.348 -3.793 5.801 -0.012 -0.034 0.014
H -2.213 -2.609 6.784 -0.014 -0.016 0.059
H -0.549 -2.291 6.272 0.019 0.043 0.013
H -3.245 -3.750 4.196 -0.052 -0.048 0.007
H -3.621 -2.270 3.282 -0.137 0.000 -0.009
H -4.137 -2.436 4.969 -0.038 -0.010 0.013
H -1.297 -0.080 5.262 0.017 0.000 0.053
H -2.928 -0.442 5.827 -0.035 0.047 0.015
H -2.670 -0.060 4.119 -0.015 0.039 -0.022
C -1.259 5.384 1.678 -0.166 -0.137 0.178
C -1.479 4.416 2.842 0.119 0.035 -0.297
C -0.654 3.179 2.698 0.630 0.061 0.327
N -1.153 1.964 1.955 -1.160 0.527 -0.028
H -1.891 6.259 1.812 0.014 0.062 -0.120
H -1.518 4.910 0.731 -0.007 0.042 -0.070
H -0.220 5.712 1.639 0.002 0.023 -0.042
H -2.529 4.122 2.897 0.009 0.026 0.126
H -1.214 4.908 3.780 -0.066 -0.095 0.056
O -4.247 1.722 -7.598 -0.080 -0.391 -0.022
S -4.369 3.115 -7.957 1.051 1.132 1.337
O -5.642 3.739 -7.672 -0.370 -0.164 -0.351
O -3.681 3.516 -9.159 -0.175 -0.094 -0.404
C -3.346 4.008 -6.638 -1.559 -1.589 -2.202
N -3.153 5.297 -6.852 0.797 0.978 0.950
C -2.466 5.921 -5.892 -0.471 -0.436 -0.676
C -2.007 5.249 -4.769 0.392 -0.359 0.821
C -2.273 3.882 -4.653 -0.627 1.031 -1.589
N -2.966 3.268 -5.629 0.909 0.032 1.479
C -1.879 3.031 -3.541 0.249 -0.518 0.837
C -1.098 3.465 -2.462 -0.322 -0.173 -0.290
C -0.789 2.582 -1.455 0.253 0.202 0.479
N -1.207 1.314 -1.445 0.791 -1.722 1.137
C -1.966 0.888 -2.462 -0.155 -0.425 -0.018
C -2.311 1.696 -3.516 0.005 0.358 -0.071
H -2.290 6.977 -6.050 0.077 0.064 0.158
H -1.465 5.783 -4.001 0.027 0.085 0.005
H -0.725 4.476 -2.410 0.008 0.032 0.051
H -0.175 2.896 -0.620 0.028 -0.033 -0.008
H -2.305 -0.138 -2.411 0.040 -0.026 0.000
H -2.917 1.330 -4.333 -0.054 -0.018 -0.026
```
Forces are in eV/Å.

As for the charge: +1. The calculation puts the HOMO-LUMO gap (spin up / spin down) at 4.671 / 2.865 eV. Its total energy is -3844.4865 hartree. The value obtained for the HOMO energy (spin up / spin down) is -8.63 / -8.63 eV. The expectation value of S² is 0.786. The spin multiplicity is 2.

=====

No. 3
C8H10N2S2 in the gas phase. Source: the OMol25 dataset; level of theory: the ωB97M-V functional and the def2-TZVPD basis.

```
22
Properties=species:S:1:pos:R:3:forces:R:3
C -4.072 2.157 0.011 -1.357 -0.797 -1.435
C -3.923 -0.033 0.165 3.432 -3.223 0.003
C -2.521 0.298 0.182 -1.524 1.332 0.516
C -0.323 -0.280 -0.291 1.725 0.068 0.397
C 0.965 -0.032 -0.411 -1.165 1.496 -0.684
C 1.558 0.960 0.636 -1.305 -1.828 1.217
C 1.674 -0.212 -1.745 2.872 -0.390 0.259
C -1.384 -1.731 1.227 0.799 -0.040 -1.863
N -4.711 1.004 0.063 -1.374 3.581 0.232
N -1.393 -0.488 0.352 0.124 -1.153 -0.286
S -2.365 2.019 -0.070 0.286 0.104 0.305
S -4.387 -1.648 0.062 -0.423 -0.259 0.136
H -4.657 3.054 -0.317 1.009 -0.631 0.793
H 1.217 1.968 0.492 0.481 0.627 -0.850
H 1.055 0.779 1.647 1.020 -0.303 -1.124
H 2.634 0.787 0.678 -0.108 0.494 0.183
H 2.090 0.852 -2.050 -0.950 -2.302 0.232
H 2.618 -0.930 -1.612 -1.720 1.721 -0.069
H 1.098 -0.752 -2.522 0.008 0.875 0.467
H -2.231 -1.628 1.790 -2.172 -0.117 1.572
H -1.470 -2.604 0.580 -0.109 0.188 0.125
H -0.502 -1.813 1.845 0.450 0.557 -0.125
```
Forces are in eV/Å.

The calculation puts the HOMO-LUMO gap (spin up / spin down) at 5.955 / 5.959 eV. Its total energy is -1216.5622 hartree. The value obtained for the HOMO energy (spin up / spin down) is -6.78 / -6.78 eV.